{"formula": "C35H60N6O10", "method": "ωB97M-V/def2-TZVPD", "elements": ["C", "H", "H", "H", "C", "C", "H", "H", "H", "C", "H", "H", "H", "O", "C", "O", "N", "H", "C", "H", "H", "C", "H", "C", "C", "C", "N", "C", "O", "C", "C", "N", "C", "N", "H", "H", "C", "O", "N", "C", "C", "O", "O", "C", "C", "H", "H", "H", "C", "H", "H", "H", "C", "H", "H", "H", "H", "C", "H", "H", "C", "H", "H", "C", "H", "H", "C", "N", "C", "O", "O", "C", "C", "H", "H", "H", "C", "H", "H", "H", "C", "H", "H", "H", "H", "H", "H", "H", "H", "H", "C", "O", "O", "C", "C", "H", "H", "H", "C", "H", "H", "H", "C", "H", "H", "H", "H", "H", "H", "H", "H"], "coordinates": [[-1.3658, 5.9174, -0.5084], [-0.4663, 6.0389, -1.1088], [-2.2141, 6.3137, -1.0597], [-1.2476, 6.4756, 0.4157], [-1.5973, 4.4376, -0.2019], [-1.7908, 3.6483, -1.4971], [-0.9713, 3.8399, -2.1838], [-1.8256, 2.5843, -1.2766], [-2.7224, 3.9401, -1.9729], [-2.8145, 4.2461, 0.7050], [-3.6964, 4.6591, 0.2235], [-2.6616, 4.7580, 1.6512], [-2.9797, 3.1863, 0.8902], [-0.4230, 3.8522, 0.4071], [-0.0129, 4.2893, 1.6298], [-0.4489, 5.2570, 2.2096], [0.9776, 3.4992, 2.0845], [1.1532, 2.6136, 1.6111], [1.4880, 3.6489, 3.4275], [2.4708, 3.1738, 3.4536], [1.6000, 4.7181, 3.6277], [0.5826, 3.0331, 4.5046], [1.1175, 3.0912, 5.4541], [0.2106, 1.5778, 4.1985], [-1.0701, 1.4665, 3.3609], [-1.0108, 0.3025, 2.3647], [-2.1057, 0.3712, 1.4300], [-1.9509, 0.0605, 0.1369], [-0.8647, -0.2444, -0.3538], [-3.1916, 0.1578, -0.6463], [-3.4265, -0.0440, -2.0000], [-4.7591, 0.1983, -2.1672], [-5.2727, 0.5232, -0.9640], [-4.3612, 0.5093, -0.0332], [-6.3042, 0.7626, -0.8004], [-5.2089, 0.1344, -3.0691], [-2.6281, -0.3691, -3.2053], [-3.1652, -0.3620, -4.3056], [-1.3377, -0.6288, -2.9746], [-0.3790, -0.8275, -4.0261], [0.1061, -2.2798, -4.0975], [0.9064, -2.6577, -4.9150], [-0.4537, -3.0063, -3.1474], [-0.2083, -4.4317, -3.0215], [-0.6772, -5.1490, -4.2860], [-1.7128, -4.8918, -4.4976], [-0.6015, -6.2239, -4.1474], [-0.0639, -4.8580, -5.1346], [-1.0556, -4.8403, -1.8165], [-2.1052, -4.6418, -2.0158], [-0.7594, -4.2664, -0.9423], [-0.9267, -5.8986, -1.6100], [1.2722, -4.6976, -2.7547], [1.4276, -5.7624, -2.6047], [1.8730, -4.3709, -3.5991], [1.5933, -4.1655, -1.8627], [-0.8794, -0.6022, -4.9773], [0.8338, 0.0965, -3.8284], [1.3881, -0.2389, -2.9511], [1.4807, 0.0101, -4.7021], [0.3766, 1.5381, -3.6204], [-0.2888, 1.8257, -4.4377], [-0.1925, 1.5861, -2.6926], [1.5199, 2.5469, -3.5427], [2.0762, 2.5548, -4.4818], [1.0939, 3.5432, -3.4021], [2.5130, 2.2641, -2.4129], [1.8839, 2.0781, -1.1239], [2.0800, 1.0276, -0.3039], [1.6924, 1.0247, 0.8513], [2.7601, 0.0425, -0.8981], [3.0914, -1.1835, -0.2069], [1.8238, -1.9235, 0.2160], [1.1219, -1.9721, -0.6134], [1.3372, -1.4065, 1.0375], [2.0816, -2.9326, 0.5310], [3.9849, -0.8905, 0.9985], [4.8591, -0.3221, 0.6878], [3.4364, -0.3163, 1.7401], [4.3146, -1.8246, 1.4453], [3.8580, -1.9878, -1.2600], [4.1649, -2.9455, -0.8503], [4.7422, -1.4400, -1.5760], [3.2308, -2.1578, -2.1315], [1.3050, 2.8230, -0.7579], [3.2170, 3.1040, -2.3460], [3.0801, 1.3613, -2.6340], [-0.9954, -0.6003, -2.0063], [-3.0498, 0.4924, 1.7708], [-0.0846, 0.3613, 1.7835], [-1.0478, -1.0265, 3.1216], [-2.0699, -1.5977, 3.4048], [0.1819, -1.4160, 3.4112], [0.4443, -2.6285, 4.1662], [-0.1898, -2.5310, 5.5525], [0.1679, -1.6409, 6.0656], [0.0776, -3.4057, 6.1386], [-1.2720, -2.4799, 5.4712], [1.9684, -2.6739, 4.2712], [2.4074, -2.7027, 3.2781], [2.2781, -3.5550, 4.8252], [2.3321, -1.7865, 4.7822], [-0.0824, -3.8419, 3.4016], [0.2114, -4.7537, 3.9140], [-1.1664, -3.8068, 3.3375], [0.3273, -3.8529, 2.3941], [-1.9410, 1.3429, 4.0095], [-1.2153, 2.3793, 2.7847], [1.0346, 1.1082, 3.6594], [0.0783, 1.0302, 5.1331], [-0.3223, 3.6350, 4.5950]], "atomic_forces_ev_per_a": [[0.093, -0.221, 0.225], [0.076, 0.021, -0.105], [-0.098, 0.024, -0.114], [-0.021, 0.064, -0.033], [-0.616, 0.317, -0.249], [0.189, 0.134, 0.449], [0.116, 0.004, -0.137], [-0.025, -0.145, -0.015], [-0.104, 0.052, -0.063], [0.335, 0.008, 0.020], [-0.112, 0.018, -0.090], [-0.064, 0.016, 0.033], [-0.058, -0.130, 0.000], [0.151, -0.150, -0.034], [0.299, -0.112, -0.104], [-0.202, 0.210, 0.161], [0.135, -0.309, -0.137], [-0.016, 0.120, -0.064], [-0.229, 0.249, 0.302], [-0.009, 0.041, 0.016], [0.135, -0.125, -0.008], [0.183, -0.081, -0.149], [-0.018, 0.059, 0.055], [-0.128, 0.244, 0.108], [0.174, -0.193, -0.118], [0.126, -0.036, 0.009], [-0.114, -0.013, 0.214], [-0.009, 0.138, 0.229], [0.235, -0.104, -0.025], [-0.439, -0.125, -0.806], [0.082, 0.100, 0.503], [0.234, -0.081, -0.131], [-0.099, 0.031, 0.042], [-0.001, 0.066, 0.384], [-0.240, 0.032, -0.073], [0.023, 0.020, 0.033], [0.377, -0.070, 0.067], [-0.258, 0.019, -0.190], [0.085, 0.087, -0.007], [0.055, -0.138, -0.243], [-0.067, 0.541, -0.281], [0.048, -0.029, -0.052], [-0.179, -0.274, 0.364], [0.158, -0.639, 0.012], [0.089, 0.299, 0.083], [-0.119, -0.019, -0.010], [-0.010, -0.122, 0.048], [0.009, -0.046, -0.046], [0.165, 0.273, -0.323], [-0.137, -0.003, -0.009], [0.050, 0.047, 0.134], [0.026, -0.125, 0.010], [-0.186, 0.216, -0.145], [-0.007, -0.129, 0.059], [0.056, -0.027, -0.002], [0.052, 0.037, 0.140], [0.145, -0.079, 0.155], [-0.346, 0.164, -0.045], [0.142, -0.071, 0.028], [0.065, -0.062, 0.025], [0.290, -0.015, -0.052], [-0.113, 0.015, 0.014], [-0.093, 0.050, -0.045], [-0.124, -0.200, 0.227], [0.036, 0.098, -0.043], [0.025, 0.083, -0.069], [0.157, 0.131, -0.366], [-0.103, 0.088, -0.246], [0.076, 0.332, -0.131], [-0.013, -0.308, 0.434], [-0.052, 0.132, -0.142], [0.216, -0.637, 0.412], [0.113, 0.322, -0.060], [-0.082, -0.085, -0.102], [-0.060, -0.023, 0.043], [0.053, -0.131, 0.014], [-0.222, 0.155, -0.202], [0.123, 0.023, -0.023], [0.014, -0.013, 0.074], [0.052, -0.132, 0.024], [-0.222, 0.379, 0.176], [0.014, -0.108, 0.061], [0.121, 0.041, -0.036], [-0.082, -0.067, -0.115], [0.019, -0.114, 0.151], [0.010, -0.168, -0.050], [0.010, 0.144, 0.012], [-0.204, 0.062, -0.053], [0.007, 0.008, -0.079], [-0.200, -0.023, 0.175], [-0.355, 0.373, -0.443], [-0.024, -0.060, 0.089], [0.514, -0.029, 0.067], [0.041, -0.548, 0.366], [-0.041, 0.126, -0.284], [0.063, 0.074, 0.086], [0.073, -0.094, 0.069], [-0.031, -0.026, 0.047], [-0.419, 0.161, -0.104], [0.088, -0.027, -0.141], [0.019, -0.107, 0.062], [0.069, 0.097, 0.079], [-0.066, 0.313, 0.019], [0.079, -0.099, 0.058], [-0.030, -0.055, -0.005], [0.079, -0.041, -0.115], [-0.072, 0.071, -0.002], [-0.082, -0.035, -0.022], [0.084, -0.110, 0.021], [0.081, -0.088, -0.025], [-0.034, 0.071, 0.074]], "homo_energy_ev": -9.113, "de_lowest_kcal_mol": 0.0, "homo_lumo_gap_ev": 9.728, "total_energy_ha": -2450.8581, "multiplicity": 1}

{"formula": "C35H61AlClLiMgN8O18S2", "method": "ωB97M-V/def2-TZVPD", "elements": ["C", "C", "C", "C", "C", "C", "C", "C", "C", "C", "C", "N", "C", "O", "C", "C", "C", "C", "C", "S", "O", "O", "O", "C", "C", "C", "N", "N", "N", "N", "C", "C", "C", "C", "C", "C", "C", "C", "H", "H", "H", "H", "H", "H", "H", "H", "H", "H", "H", "H", "H", "H", "H", "H", "H", "H", "H", "H", "H", "H", "H", "H", "H", "H", "H", "H", "H", "H", "H", "H", "H", "H", "H", "H", "H", "H", "H", "H", "H", "H", "H", "H", "N", "O", "O", "O", "Li", "O", "H", "H", "C", "O", "N", "C", "C", "H", "H", "H", "H", "H", "H", "H", "C", "O", "O", "O", "Al", "Cl", "O", "S", "O", "O", "C", "C", "C", "H", "H", "H", "H", "H", "H", "H", "H", "N", "O", "O", "O", "Mg"], "coordinates": [[-5.0941, 4.5547, 2.7978], [-4.6693, 3.2622, 2.0917], [-3.2656, 3.3271, 1.4623], [-2.4421, 2.0925, 1.7949], [-3.0160, 0.8267, 1.1518], [-3.0678, -0.3993, 2.0728], [-2.2473, -1.5597, 1.5017], [-2.8981, -2.0898, 0.2330], [-1.8682, -2.8534, -0.6349], [-0.9492, -1.8503, -1.2462], [-1.4302, -0.9892, -2.2064], [-2.8001, -1.1015, -2.6498], [-2.8905, -1.4570, -3.8156], [-3.0186, -1.7732, -4.8954], [-0.6217, -0.0181, -2.7589], [0.6795, 0.1090, -2.3735], [1.6252, 1.1232, -2.9283], [1.0999, 2.2101, -3.8337], [0.8289, 3.5179, -3.1217], [-0.7492, 3.6029, -2.3996], [-0.8691, 2.7101, -1.2923], [-1.7510, 3.4311, -3.4515], [-0.8292, 5.0664, -1.9130], [1.1694, -0.7785, -1.4142], [2.6057, -0.6404, -1.0082], [2.7831, 0.4053, 0.1797], [3.8082, 1.3800, -0.2357], [3.2735, -0.1962, 1.4014], [1.4763, 0.9737, 0.4847], [0.3590, -1.7247, -0.8894], [0.9125, -2.6910, 0.0617], [1.1634, -3.9902, -0.6648], [1.2737, -5.1941, -0.0098], [1.5258, -6.3497, -0.7260], [1.6716, -6.3036, -2.1023], [1.5603, -5.0929, -2.7599], [1.7014, -4.9619, -4.2477], [1.2953, -3.9441, -2.0432], [-5.4219, 4.3458, 3.8052], [-5.9368, 5.0137, 2.2996], [-4.2878, 5.2691, 2.8882], [-4.7269, 2.4408, 2.7959], [-5.3756, 3.0522, 1.2981], [-3.3693, 3.4185, 0.3836], [-2.7389, 4.1981, 1.8341], [-1.4330, 2.2334, 1.4189], [-2.4187, 1.9812, 2.8729], [-4.0045, 1.0107, 0.7482], [-2.3968, 0.5650, 0.2956], [-2.6836, -0.1640, 3.0591], [-4.0776, -0.7694, 2.2102], [-1.2626, -1.1354, 1.3020], [-2.1456, -2.3439, 2.2417], [-3.3384, -1.2955, -0.3475], [-3.6757, -2.7856, 0.5230], [-1.3756, -3.5779, -0.0098], [-2.3846, -3.3575, -1.4397], [-1.0917, 0.6289, -3.4966], [2.0774, 1.6320, -2.0926], [2.4197, 0.5894, -3.4330], [0.2831, 1.8932, -4.4766], [1.8949, 2.4717, -4.5184], [1.6289, 3.7315, -2.4274], [0.8885, 4.2767, -3.9021], [-1.7282, 5.4177, -2.0291], [3.0161, -1.5833, -0.6814], [3.1971, -0.3367, -1.8469], [4.3452, 1.5854, 0.6006], [3.3884, 2.2657, -0.4923], [2.6204, -0.8661, 1.7829], [4.1622, -0.6557, 1.2446], [1.3862, 1.9351, 0.1858], [1.3367, 0.9869, 1.4874], [0.2245, -2.8243, 0.8810], [1.8378, -2.3642, 0.4996], [1.1605, -5.2722, 1.0592], [1.5965, -7.2986, -0.2293], [1.8556, -7.1850, -2.6882], [2.3254, -4.1163, -4.5238], [0.7147, -4.8243, -4.6775], [2.1496, -5.9385, -4.6800], [1.2118, -2.9923, -2.5412], [-4.9091, 4.8612, 6.7339], [-5.2835, 5.8640, 6.1722], [-4.3034, 3.9541, 6.1901], [-5.1643, 4.7389, 8.0260], [-1.6584, 1.8033, -4.4844], [-2.7471, -2.1627, -7.9838], [-2.8147, -1.9573, -7.0482], [-2.7510, -3.1238, -8.0317], [5.8472, -0.5850, -4.4652], [4.6785, -1.0656, -4.2356], [6.4531, 0.3252, -3.7920], [7.8074, 0.7698, -4.1492], [5.7957, 0.9576, -2.6241], [6.4563, -0.9573, -5.3141], [8.4681, 0.5895, -3.3060], [7.7792, 1.8349, -4.3722], [8.1705, 0.2303, -5.0174], [5.5454, 0.2005, -1.8887], [4.8831, 1.4549, -2.9432], [6.4715, 1.6846, -2.1891], [11.3739, 0.7820, -4.3763], [12.5245, 0.3968, -4.2519], [10.5206, 0.2685, -5.1400], [10.8707, 1.7395, -3.7470], [-6.7132, 4.2460, 8.9854], [2.9579, -7.1479, -5.7009], [-4.1702, 0.6508, 10.0549], [-4.9138, 0.1068, 8.9614], [-6.3438, 0.1753, 8.9571], [-4.4555, -1.3909, 8.7230], [-4.5260, -2.3065, 9.8451], [-5.9430, -2.7242, 10.1797], [-4.3116, 0.7760, 7.4484], [-4.0264, -1.8622, 10.7065], [-3.9421, -3.1724, 9.5420], [-6.5329, -1.8823, 10.5368], [-5.9317, -3.4850, 10.9595], [-6.4440, -3.1236, 9.2982], [-3.2278, 0.7066, 7.4391], [-4.6194, 1.8195, 7.4036], [-4.7513, 0.2215, 6.6237], [3.1883, 4.1838, -4.8889], [2.1214, 4.0499, -5.5483], [4.1828, 3.4977, -5.1760], [3.1950, 4.9345, -3.8921], [5.0099, -2.7674, -5.0156]], "atomic_forces_ev_per_a": [[-0.291, -0.328, 0.106], [0.205, 0.536, -0.228], [-0.191, -0.308, 0.384], [-0.261, 0.044, -0.563], [-0.010, -0.303, 0.280], [0.242, -0.445, -0.115], [-0.389, 0.788, 0.026], [0.722, -0.609, 0.296], [-0.507, 0.572, 0.232], [0.262, -0.272, 0.194], [-0.794, 0.120, -0.109], [1.012, 0.037, 0.153], [-0.211, 0.456, 2.036], [-0.393, -0.669, -2.435], [-0.386, -0.166, 0.078], [0.312, -0.026, 0.010], [-0.378, -0.092, -0.053], [0.322, -0.281, 0.675], [-0.239, 0.341, -0.755], [0.081, -0.303, 0.461], [0.121, -0.357, 0.130], [0.011, -0.664, -0.528], [-0.081, 0.421, -0.051], [0.140, 0.010, -0.154], [-0.437, -0.204, 0.773], [0.046, 0.392, -0.066], [-0.056, -0.277, 0.364], [0.114, -0.068, -0.222], [-0.108, -0.079, 0.200], [0.034, 0.995, 0.329], [-0.129, -1.019, 0.099], [-0.135, 0.476, -0.381], [0.031, -0.442, 0.443], [-0.012, -0.064, -0.335], [-0.074, 0.124, 0.014], [0.150, 0.409, -0.733], [-0.511, -1.035, 0.627], [0.222, -0.116, 0.628], [-0.056, -0.016, 0.306], [-0.084, 0.309, -0.204], [0.185, 0.224, -0.077], [0.073, -0.283, 0.148], [-0.304, -0.227, -0.076], [0.184, 0.125, -0.249], [0.104, 0.283, -0.014], [0.348, 0.030, 0.176], [0.143, 0.015, 0.264], [-0.261, 0.187, -0.038], [0.140, 0.079, -0.299], [0.026, 0.152, 0.213], [-0.357, 0.123, 0.105], [0.338, -0.105, -0.121], [0.126, -0.318, 0.122], [-0.252, 0.226, -0.074], [-0.313, -0.110, -0.108], [0.229, -0.333, -0.105], [-0.050, -0.319, -0.204], [0.560, -0.639, 0.660], [0.358, 0.060, 0.274], [0.273, -0.148, -0.214], [-0.064, -0.087, -0.369], [-0.138, -0.140, -0.401], [-0.081, 0.227, 0.417], [-0.138, 0.383, 0.077], [-0.008, 0.200, 0.044], [0.126, -0.275, -0.041], [0.193, 0.207, -0.422], [0.069, 0.151, 0.048], [-0.027, 0.024, -0.153], [-0.014, -0.062, 0.110], [0.039, -0.098, 0.105], [-0.116, 0.051, -0.168], [0.049, 0.083, 0.105], [-0.276, 0.069, 0.195], [0.107, 0.533, 0.007], [-0.045, 0.142, 0.247], [0.029, -0.209, 0.252], [0.103, -0.339, -0.031], [0.569, 0.197, -0.342], [-0.158, 0.033, -0.319], [-0.276, 1.267, 0.152], [0.017, -0.039, -0.413], [0.196, 0.134, -1.037], [-0.099, 0.012, 0.293], [-0.065, -0.105, 0.366], [-0.602, -0.358, 0.741], [-0.621, 1.391, -0.402], [0.157, 0.097, 0.045], [-0.112, -0.137, -0.047], [-0.048, 0.002, -0.056], [0.423, 0.578, -0.138], [0.487, -0.161, -0.014], [-0.125, 0.411, 0.466], [-0.211, 0.164, 0.029], [-0.075, -0.173, -0.283], [-0.033, 0.076, -0.010], [-0.010, -0.007, 0.042], [-0.007, 0.004, -0.002], [-0.051, -0.042, -0.031], [0.038, -0.059, 0.033], [0.034, 0.097, -0.096], [0.052, 0.018, -0.056], [-0.094, -0.019, -0.145], [0.036, 0.005, 0.025], [0.245, 0.043, 0.066], [0.049, -0.027, -0.002], [0.551, 0.188, -0.319], [0.691, -0.285, -0.382], [-0.136, 0.082, 0.195], [0.229, -0.060, -0.422], [-0.062, 0.178, 0.126], [-0.014, -0.097, -0.081], [-0.072, -0.321, 0.452], [-0.127, 0.221, -0.114], [-0.004, -0.031, -0.016], [-0.006, 0.152, -0.068], [0.069, 0.097, -0.199], [0.015, 0.009, 0.038], [0.079, -0.039, -0.026], [0.024, -0.074, 0.009], [0.013, 0.002, 0.022], [0.052, 0.001, 0.031], [-0.027, -0.017, 0.009], [-0.142, 0.056, 0.405], [0.402, 0.409, -0.435], [0.080, -0.223, -0.005], [0.101, -0.165, -0.227], [-1.085, -1.250, -0.181]], "homo_energy_ev": -12.041, "total_charge": 2, "de_lowest_kcal_mol": 0.0, "homo_lumo_gap_ev": 2.708, "total_energy_ha": -4868.1943, "multiplicity": 1}